# 1
99
Properties=species:S:1:pos:R:3:forces:R:3 method="wB97M-V/def2-TZVPD" relative_energy_kcal_mol=288.67 energy_ev=-79880.681 e_homo_ev=-6.223 total_charge=0 lumo_energy_ev=-3.92 homo_lumo_gap_ev=2.30
H 6.6888 -3.9272 -1.3059 -0.11 -0.49 -0.27
H -5.1405 9.0921 -0.2315 0.29 -0.26 -0.03
O 6.2215 1.9969 6.4562 0.13 -0.46 0.88
N 9.7718 0.7528 -2.7689 -1.32 -1.45 9.88
H 5.3501 -3.7809 -2.4022 0.34 0.25 0.33
H -7.7927 -1.3588 1.5914 -0.17 0.46 -0.58
C -4.2882 -0.0114 6.9834 -0.57 -1.10 -2.26
N -0.1217 -4.7400 1.1747 1.51 0.00 -2.21
H -0.8510 0.7361 -1.8495 -0.35 -0.09 -0.16
H 10.0653 0.0280 -2.1297 0.43 0.13 -0.37
O 0.0712 0.8115 0.5807 -1.08 0.42 -1.50
N 5.0614 -6.0201 -3.1070 -0.23 -0.65 -0.46
H -0.0687 -5.2678 0.3152 0.49 0.72 -0.28
N -5.9318 -5.8917 -5.8249 -7.52 -3.12 0.76
H 5.4804 2.1368 5.8623 -0.84 0.03 -1.09
H -6.0102 0.0782 8.1563 0.36 -0.09 -0.49
C 1.5221 -2.4342 -8.5971 -1.92 0.42 0.16
N -4.5154 -4.4468 -5.2606 1.28 2.18 1.58
N 4.6810 -3.8014 4.3910 -0.38 -1.05 -3.52
O -4.2183 11.1647 -0.8799 0.31 1.60 1.32
H -8.3825 -2.7102 0.7631 -0.09 0.05 0.42
H 0.5578 2.7618 0.8533 0.29 0.70 -0.73
C -2.8654 7.7570 4.6679 1.35 2.06 -2.39
N 9.1782 1.4581 -4.6324 -5.58 4.35 -3.69
H -4.3028 8.2157 -1.4599 -0.39 -0.25 0.27
C -8.8635 -1.1544 -0.2241 -1.24 -3.15 -3.28
O 6.9275 -6.4298 -1.8691 -1.28 1.07 -0.72
N -2.9976 0.2603 7.1195 3.39 1.04 0.94
H -5.0561 -4.4857 -4.4085 0.70 0.62 0.14
H -0.1343 -3.7301 1.1777 -0.16 -0.37 -0.08
O 10.9585 0.3747 -4.6105 4.61 -2.86 -1.01
H -1.5833 8.4607 3.2861 -0.19 -0.38 0.01
H -2.3242 0.1885 6.3701 -0.77 -0.20 -0.23
F 2.9182 2.9399 -0.0691 0.09 1.53 -0.09
H -6.5126 -6.4763 -6.4089 0.88 -0.19 -0.26
N -1.1765 -4.8364 3.0894 -2.06 0.40 3.89
H 6.2148 2.6534 7.1566 -0.22 0.61 0.91
H 3.0940 -2.3935 -9.7533 0.38 0.73 0.35
O -0.8823 -6.7021 1.8973 -0.21 -1.86 0.07
H 7.0919 2.0113 6.0515 0.76 -0.22 -0.90
H -1.1324 -3.8459 3.2818 0.20 -0.31 -0.58
H -6.5305 -5.3688 -5.2019 0.27 -0.01 -0.14
C 10.0468 0.7684 -3.9779 0.79 0.99 -4.95
F 1.9725 1.3576 -1.1710 -0.22 0.00 -1.08
O -3.6677 8.6172 4.5078 -2.61 2.19 0.10
C -4.7659 -5.4748 -6.0736 4.13 1.22 -1.28
H -4.1488 9.4350 -3.3852 0.12 0.16 0.06
C -0.7123 -5.5286 2.0754 -0.03 1.27 -1.15
H -2.5730 0.6162 7.9640 -0.43 -0.11 -0.03
N -4.7964 9.0513 -1.1802 -0.88 -3.02 1.22
H 0.2191 -3.6565 -9.4511 0.09 0.00 -0.10
H -1.0732 6.9818 4.0332 -0.10 0.40 -0.10
C 4.8422 -4.0293 5.6687 1.34 0.99 -0.05
C 6.0726 -5.6256 -2.3022 2.07 -2.71 1.03
H -1.8271 0.3504 0.1760 -0.06 -0.35 0.41
H -2.2393 6.0743 5.4802 -0.39 0.15 0.63
H -8.3059 0.4044 0.6210 0.18 0.98 -0.47
H 9.0752 1.3627 -2.3651 0.16 -0.22 -0.38
H 4.7613 -2.9681 7.2983 -0.84 0.25 0.05
N 2.5687 -1.8566 -9.0781 5.16 3.20 0.11
H -2.3775 1.6857 -1.5467 0.01 -0.05 -0.48
H 5.5536 -4.1316 4.0042 -0.73 0.15 -1.52
H -3.5562 -4.1310 -5.2414 -0.21 -0.04 0.30
N -8.5085 0.0607 -0.3069 0.80 6.62 0.00
H 8.2654 1.7318 -4.2976 0.24 -0.25 0.38
H 9.3473 1.9153 -5.5170 0.65 -0.70 0.14
N -3.8365 10.1831 -2.7827 2.00 -0.32 -6.12
N 1.0410 -3.0944 -9.6201 -4.01 -4.25 -2.10
H -4.5790 0.6698 8.8743 -0.20 -0.16 -0.20
O 5.6454 -4.8271 6.0557 1.04 -1.83 1.43
O 0.9919 -2.2426 -7.5344 -0.41 -0.17 1.36
H 1.3725 -3.1077 -10.5741 0.07 0.33 0.57
C 1.0357 1.7956 1.0153 -0.59 -1.03 3.50
H 4.0253 -3.1196 4.0369 0.72 -0.22 -0.41
H 2.9772 -1.1598 -8.4718 0.62 -0.28 -0.33
N -8.3811 -1.7036 0.8464 0.88 -4.51 3.65
H -1.8815 -5.3488 3.5998 0.25 0.23 0.32
N 4.3574 -3.0363 6.3751 -1.52 1.75 3.35
C 2.3646 1.7338 0.0515 -3.22 0.59 0.62
H 5.1627 -6.9801 -3.4041 -0.47 0.29 -0.08
H -9.0205 0.6800 -0.9187 0.12 -0.12 0.06
H -0.7637 2.4415 -1.5955 -0.11 0.27 -0.07
H -1.7974 1.9003 0.7989 0.62 0.82 0.01
N -5.0076 0.1858 8.0983 -1.01 0.46 1.66
H -3.4763 7.0209 6.3586 0.10 -0.66 -0.19
C -1.3233 1.5528 -1.3037 0.57 1.37 -2.27
N 6.1021 -4.3358 -2.0193 -0.63 2.59 0.17
O -4.6855 -0.4539 5.9100 -0.79 0.16 0.58
O -9.4260 -1.7694 -1.1251 -0.45 -0.33 0.22
F 3.3554 0.9676 0.3527 1.64 -2.11 1.36
O 1.1664 1.5928 2.3766 1.44 0.71 -2.30
H 4.2992 -5.4295 -3.4076 0.28 -0.34 0.01
O -3.9701 -5.8811 -6.8872 0.49 -0.66 -1.12
H 3.6955 -2.3913 5.9677 0.32 -0.02 0.62
N -1.7878 7.6823 3.8963 2.65 -0.06 -2.55
N -2.8237 6.8894 5.5992 -0.82 -3.74 4.45
C -1.2513 1.2724 0.0949 1.21 -2.82 3.09
H -3.7101 11.0627 -3.2626 0.20 -0.10 0.45
C -4.2155 10.1740 -1.5666 -1.62 2.20 2.84

---

# 2
14
Properties=species:S:1:pos:R:3:forces:R:3 method="wB97M-V/def2-TZVPD" relative_energy_kcal_mol=65.19 energy_ev=-8370.455 e_homo_ev=-8.994 total_charge=0 lumo_energy_ev=0.99 homo_lumo_gap_ev=9.98
H 0.4430 -0.9761 2.7438 0.12 0.00 -0.10
H -2.0809 0.4146 -2.5895 0.09 0.13 0.03
H 0.4590 0.7396 0.9179 0.09 -0.15 0.03
H -0.8248 1.6867 -2.8132 -0.13 -0.08 0.10
H 1.6541 -0.2089 0.0162 -0.12 0.00 0.12
C -1.4772 1.1804 -2.0978 -0.19 0.12 -0.20
C -1.0097 -0.6672 -0.7715 0.40 0.28 0.20
H -2.1295 1.9081 -1.6063 0.12 -0.08 -0.11
O -0.6469 0.5708 -1.1125 -0.07 -0.35 0.13
O -0.2143 -1.0891 0.1872 -0.30 -0.08 -0.22
C 1.2759 -0.9399 2.0350 0.00 -0.03 0.01
C 0.8415 -0.2700 0.7481 0.16 0.16 0.09
H 1.6107 -1.9640 1.8450 -0.04 0.15 0.02
H 2.0991 -0.3850 2.4976 -0.12 -0.06 -0.10

---

# 3
8
Properties=species:S:1:pos:R:3:forces:R:3 method="wB97M-V/def2-TZVPD" relative_energy_kcal_mol=81.51 energy_ev=-27762.754 e_homo_ev=-9.125 total_charge=0 lumo_energy_ev=0.00 homo_lumo_gap_ev=9.13
N 1.2394 0.0068 -0.6174 -0.06 -1.46 -1.27
S -1.3325 1.2025 -0.2946 -0.95 0.84 -0.47
N 1.8496 0.5671 0.1105 -0.10 -0.01 -1.65
H -0.5165 -2.1461 0.9494 1.37 -2.11 2.64
H -1.8109 0.7154 -1.5140 0.29 0.01 0.57
S -1.0527 -1.5616 -0.0014 -1.86 0.29 -2.57
O 2.5109 1.2840 0.7163 1.69 1.62 2.43
C -0.8872 -0.0681 0.6511 -0.38 0.82 0.33

---

# 4
25
Properties=species:S:1:pos:R:3:forces:R:3 method="wB97M-V/def2-TZVPD" spin_multiplicity=3 relative_energy_kcal_mol=6.28 energy_ev=-156093.004 e_homo_ev="-8.447 / -9.188" total_charge=0 lumo_energy_ev="-1.84 / -2.81" homo_lumo_gap_ev="6.60 / 6.38"
O 3.0560 -0.6828 0.2274 0.00 0.05 -0.04
H 0.0988 -3.1564 -0.6285 0.04 0.00 0.00
C 2.1119 -1.3734 -0.0333 -0.21 0.39 0.23
As -3.3500 0.5602 -1.2991 0.06 -0.08 -0.07
C 2.1860 -2.8426 -0.2135 -0.07 -0.02 -0.03
O 0.8755 -0.8197 -0.1681 0.53 -0.33 -0.28
S -3.7710 1.4818 -3.1166 0.02 -0.01 0.01
H 0.7630 1.9626 4.2458 0.03 -0.09 0.01
S -1.9212 1.6850 -0.0038 0.05 -0.07 0.02
Mo -0.8499 -0.3591 0.4159 -0.24 -0.03 0.11
H 4.5211 -5.2984 -0.0829 0.00 0.00 0.00
H 0.3294 -5.6014 -0.8694 -0.01 0.00 -0.01
Cl -1.4226 2.3173 3.5276 -0.07 0.04 -0.15
C 0.0572 1.3954 3.6498 0.12 -0.03 0.26
C 3.5612 -4.8156 -0.1993 0.02 -0.04 0.00
S -1.7401 -1.3067 2.0454 0.02 0.03 -0.08
C 3.4309 -3.4467 -0.0629 -0.01 -0.04 0.00
S -1.9512 -1.1861 -1.4768 -0.09 0.13 0.17
Cl 0.8839 1.0879 2.0962 -0.11 0.13 -0.08
Cl 2.5924 -7.2955 -0.6554 0.00 0.05 0.00
H 4.2867 -2.8275 0.1654 0.02 0.00 0.00
C 2.4364 -5.5761 -0.4881 -0.03 0.02 0.00
C 1.1906 -4.9890 -0.6441 0.02 0.00 0.01
H -0.1619 0.4273 4.0858 0.01 0.00 -0.02
C 1.0710 -3.6153 -0.5053 -0.10 -0.12 -0.03

---

# 5
19
Properties=species:S:1:pos:R:3:forces:R:3 method="wB97M-V/def2-TZVPD" relative_energy_kcal_mol=14.81 energy_ev=-21926.087 e_homo_ev=-7.609 total_charge=0 lumo_energy_ev=-0.31 homo_lumo_gap_ev=7.29
Mg -2.6081 -0.3710 2.1959 0.96 -0.22 -0.45
H -0.8205 -1.3280 -0.3915 0.17 1.35 -0.65
O -1.0434 0.7920 -0.2357 0.15 -0.09 -0.43
H -2.7448 0.9112 -1.3732 0.01 0.02 0.27
H -2.6054 2.0161 0.0542 0.08 -0.23 -0.20
O 1.4936 -0.3238 0.3067 0.15 -0.18 -0.12
H -0.9505 -0.3708 -1.9576 -0.01 -0.04 0.29
C 2.9051 -0.3650 0.3432 0.29 0.04 -0.03
O -0.9700 -0.7343 2.9245 -0.53 0.74 -0.09
H 1.3332 -1.0715 -1.6168 -0.02 0.20 0.12
C 0.9489 -0.2425 -0.9986 0.16 0.05 -0.32
C -2.4729 0.9744 -0.2984 -0.36 0.16 -0.14
C -0.5561 -0.3483 -0.9272 -0.17 -0.97 0.60
Ag 0.1946 0.7916 1.8874 -0.50 -0.57 0.86
H 1.2442 0.7207 -1.4515 -0.07 -0.25 0.00
O -3.1722 0.0806 0.4410 -0.08 -0.01 0.43
H 3.2860 -1.2365 -0.2127 -0.09 0.21 0.10
H 3.3325 0.5571 -0.0839 -0.04 -0.22 0.07
H 3.2059 -0.4522 1.3944 -0.12 0.02 -0.30

---

# 6
101
Properties=species:S:1:pos:R:3:forces:R:3 method="wB97M-V/def2-TZVPD" relative_energy_kcal_mol=0.00 energy_ev=-86689.425 e_homo_ev="-15.976 / -15.976" total_charge=+3 lumo_energy_ev="-9.43 / -9.43" homo_lumo_gap_ev="6.55 / 6.55"
C 4.4760 -3.5851 4.3024 -0.11 -0.02 0.07
H -4.2541 -3.6920 0.3522 0.02 0.02 0.03
H 3.1981 -6.0741 0.3652 0.04 0.01 0.03
H 4.4013 3.4538 0.2255 -0.05 -0.03 0.09
C 2.5707 2.2274 -1.4036 0.09 -0.10 0.08
C 4.1883 -2.7937 3.1917 0.03 0.05 -0.05
N -2.2527 -3.2722 0.9240 0.03 -0.06 0.21
H -2.2770 0.3095 -3.1219 -0.01 0.00 -0.06
C -3.8551 2.4474 -2.8797 0.04 -0.14 -0.03
C 2.2075 -2.3336 0.8162 -0.16 0.17 0.13
H 4.2238 -5.3594 1.6118 0.03 0.03 -0.05
C -1.9983 -3.5294 2.3469 -0.01 0.03 -0.03
Rh 0.2386 0.1097 -0.2662 -1.16 -0.17 0.05
H 2.2806 -4.3006 2.6689 -0.04 0.07 0.07
H 0.6957 6.6988 -1.7563 0.01 -0.05 -0.03
S 0.5639 1.7400 2.5789 -0.41 0.13 0.05
S 2.0347 -1.3704 -0.6489 -0.45 0.37 -0.13
H 1.5652 5.4717 -2.6768 -0.02 -0.01 0.06
C 6.5145 -4.2974 3.2488 -0.02 -0.01 0.05
N 2.4413 3.0977 -0.4167 0.06 0.19 0.15
H 3.0309 -6.7364 3.3612 0.01 -0.03 -0.04
C 4.0265 1.0435 -3.0484 -0.07 0.15 -0.24
H -2.3519 3.6759 -0.0695 0.03 -0.05 0.03
C 2.9758 -1.9502 3.2257 0.05 -0.12 -0.15
H 4.9860 0.5729 -2.8325 -0.01 0.01 0.12
N 3.7406 1.9939 -1.9554 -0.02 -0.13 -0.21
H 2.0335 -7.4626 2.0878 0.04 0.01 0.04
N 2.2447 -3.6282 0.6698 0.12 -0.26 0.17
H -1.2301 -2.8549 2.7067 0.02 0.01 0.00
H 5.0825 4.1638 -3.7043 0.07 0.00 -0.02
H 3.7863 -3.5974 5.1384 0.05 0.00 -0.01
H 1.1857 -5.1619 1.5887 -0.04 0.09 -0.06
H -3.0981 -2.0700 -1.2892 -0.04 0.06 -0.10
H -3.2742 -5.0864 0.8021 0.04 -0.01 0.02
H -2.3913 4.5249 -1.6282 0.00 -0.05 -0.03
H 3.2891 2.4742 -4.4826 -0.03 -0.07 -0.03
O 1.1843 0.8222 1.4851 0.14 -0.42 -1.00
C 3.7525 5.1941 -0.8950 -0.26 0.00 0.05
H 6.7366 3.9530 -4.2777 0.00 0.02 0.06
C 2.6475 6.2540 -0.9532 -0.05 -0.14 -0.10
C -2.0201 -2.0311 -1.1492 0.16 -0.12 0.14
O -1.4479 1.5411 -0.3437 0.54 -0.43 0.42
H 2.4156 6.5936 0.0605 0.05 0.04 -0.01
C 3.0010 -7.0023 2.3021 -0.03 0.07 -0.07
H 5.3533 2.6984 -5.8038 0.04 0.02 -0.03
C 3.2364 -5.7793 1.4195 -0.03 -0.03 0.04
C -3.2582 -4.1324 0.2835 -0.03 0.10 -0.03
C 1.3589 5.8373 -1.6666 0.06 0.06 0.06
H -3.4587 -0.1681 -1.8953 -0.06 -0.10 -0.02
H -0.8016 1.2136 4.4335 0.04 0.00 -0.06
H 3.1513 4.4077 1.0194 0.01 -0.07 0.04
H -3.2699 2.4474 -3.8003 0.04 0.03 0.03
O 2.5599 -1.3753 4.1987 -0.12 0.07 0.04
S 1.1022 1.4542 -1.9985 0.01 -0.45 0.67
H 1.4987 3.2559 -0.1075 -0.12 0.08 -0.08
H -3.0184 -4.3270 -0.7593 0.04 -0.01 0.02
H 3.9424 4.8110 -1.9029 0.07 0.06 0.03
H 4.5079 2.5974 -1.6907 0.02 0.02 0.00
C 2.1793 -4.7133 1.6738 0.12 -0.11 -0.12
H 6.1799 1.5185 -4.8167 -0.01 -0.01 0.00
H 3.0571 7.1142 -1.4835 0.00 0.05 0.07
O -1.4998 -0.7763 -1.5602 0.68 0.23 -0.03
C 1.9632 2.0833 3.6261 0.10 0.00 -0.06
H 3.7699 -7.7512 2.1178 -0.03 0.02 0.05
C 5.8803 3.4302 -3.8543 0.01 -0.15 -0.07
H 3.2579 0.2795 -3.0251 -0.05 -0.07 0.13
H 2.4090 1.1453 3.9565 -0.02 -0.02 0.00
C 5.4251 2.3081 -4.7889 -0.12 0.17 0.05
H -4.4890 3.3277 -2.8831 -0.01 0.01 0.06
H 4.8888 -2.0771 1.2796 0.00 -0.03 0.01
H 2.6760 2.6835 3.0637 -0.04 0.01 0.00
C 5.6259 -4.3549 4.3183 0.04 -0.06 -0.02
C 3.4827 4.0222 0.0556 0.10 0.05 -0.18
O -0.8341 -1.5134 0.8651 0.40 0.72 0.19
H 1.5919 2.6545 4.4799 -0.01 -0.02 -0.05
H 2.2373 -3.9485 -0.2900 -0.06 0.02 -0.06
C 4.0675 1.7050 -4.4296 0.20 -0.02 0.09
H -1.5647 -2.8159 -1.7537 0.01 -0.05 -0.08
H 3.8208 0.9384 -5.1667 -0.06 0.02 0.01
H -3.9014 4.1481 -0.7860 -0.02 -0.04 0.00
H 0.3819 -0.0938 4.0923 0.01 -0.01 -0.06
H 6.9647 -3.4018 1.3515 -0.03 -0.02 0.01
C -2.2516 1.4789 -1.3074 -0.11 0.19 0.01
C -1.6727 -2.2589 0.3084 0.00 -0.16 -0.05
C -2.8959 3.7914 -0.9981 0.00 0.04 -0.10
H 0.8029 5.0641 -1.1281 0.01 0.01 -0.03
H -2.9135 -3.3744 2.9196 0.00 -0.01 -0.05
C 5.0808 -2.7344 2.1215 -0.08 0.08 -0.03
N 2.2896 -1.6871 1.9920 0.08 -0.41 0.12
H -1.0729 0.1231 3.0481 0.02 0.04 0.00
C -0.3162 0.6212 3.6545 -0.11 0.00 0.05
C -2.4376 0.1767 -2.0521 0.24 0.10 -0.11
H -4.5013 1.5697 -2.8696 0.00 0.04 0.07
H 1.8598 -0.7677 1.9853 0.06 0.25 -0.10
H 5.8375 -4.9924 5.1673 0.00 0.04 -0.03
H 6.2076 3.0459 -2.8794 -0.03 0.05 -0.03
H 7.4194 -4.8922 3.2665 -0.02 0.04 0.02
H -1.6729 -4.5602 2.4828 -0.02 0.01 -0.06
H 4.6709 5.6707 -0.5476 0.05 -0.05 -0.06
C 6.2519 -3.4719 2.1631 0.06 -0.02 -0.06
N -2.9833 2.5013 -1.6957 -0.02 0.20 0.09